# 1
Here is a 4-piece molecular cluster, C3H13NO3 overall at a distorted geometry from OMol25. Energies are from ωB97M-V/def2-TZVPD.

Element x y z (Å)
C 1.56 -0.31 -1.93
C 1.02 -0.29 -0.52
C 1.42 1.37 1.10
N 0.92 1.07 -0.01
H 1.94 -1.31 -2.15
H 2.36 0.42 -2.08
H 0.86 -0.10 -2.71
H 0.01 -0.71 -0.55
H 1.56 -0.91 0.20
H 2.01 0.67 1.69
H 1.43 2.42 1.41
H -1.17 -1.68 1.36
H -0.68 -1.97 2.83
O -0.43 -2.00 1.90
H -0.88 1.52 -0.14
H -1.96 2.42 -0.69
O -1.85 1.58 -0.22
H -2.29 -0.15 -0.15
H -3.31 -0.95 0.59
O -2.52 -1.08 0.06

Output
relative energy (zero: lowest compared OMol25 entry of this formula, charge and spin) = 65.8 kJ/mol
gap between HOMO and LUMO = 10.9 eV
lowest unoccupied orbital energy = 0.83 eV

Atom charges from the Mulliken analysis, given in e for atoms 1 to 6: C -1.33; C 0.23; C -0.28; N -0.55; H 0.32; H 0.37

# 2
Here is a 3-piece molecular cluster, C3H13NO3 overall at a distorted geometry from OMol25. Energies are from ωB97M-V/def2-TZVPD.

Element x y z (Å)
C -0.64 0.17 -0.45
C -1.33 0.35 0.90
C -2.20 -0.80 1.35
O -2.99 -0.42 2.50
N 0.12 1.40 -0.71
H 0.00 -0.72 -0.33
H -1.38 0.06 -1.25
H -0.68 0.52 1.78
H -1.85 1.30 0.90
H -2.96 -1.14 0.63
H -1.66 -1.76 1.46
H -2.31 -0.32 3.19
H 1.06 1.13 -1.00
H -0.17 2.02 -1.45
H 3.87 -1.90 1.81
H 2.81 -2.51 1.09
O 2.91 -1.91 1.81
H 1.87 1.45 -4.67
H 3.21 1.68 -3.70
O 2.33 1.41 -3.86

Output
relative energy (zero: lowest compared OMol25 entry of this formula, charge and spin) = 154.7 kJ/mol
gap between HOMO and LUMO = 9.6 eV
lowest unoccupied orbital energy = 0.65 eV

Atom charges from the Mulliken analysis, given in e for atoms 1 to 6: C -0.34; C -0.45; C -0.54; O -0.51; N -0.59; H 0.28

# 3
Here is a 3-piece molecular cluster, C3H13NO3 overall from OMol25. Energies are from ωB97M-V/def2-TZVPD.

Element x y z (Å)
C -1.13 -0.26 -0.34
C -0.11 0.85 -0.58
C -0.15 1.33 -2.02
O 1.23 0.45 -0.32
N -1.02 -0.75 1.04
H -2.15 0.07 -0.51
H -0.98 -1.07 -1.06
H -0.29 1.71 0.07
H 0.54 2.17 -2.10
H 0.17 0.50 -2.65
H -1.14 1.64 -2.37
H 1.39 0.53 0.63
H -0.29 -1.40 1.29
H -1.85 -1.15 1.43
H 1.71 -1.82 0.30
H 1.95 -2.49 -0.99
O 1.58 -2.66 -0.13
H -0.36 0.57 2.22
H 0.59 0.64 3.41
O 0.30 1.14 2.66

Output
relative energy (zero: lowest compared OMol25 entry of this formula, charge and spin) = 20.7 kJ/mol
gap between HOMO and LUMO = 10.4 eV
lowest unoccupied orbital energy = 0.72 eV

Atom charges from the Mulliken analysis, given in e for atoms 1 to 6: C -0.51; C 0.34; C -1.54; O -0.61; N -0.57; H 0.42

Please write out number 2 again, unchanged.
Here is a 3-piece molecular cluster, C3H13NO3 overall at a distorted geometry from OMol25. Energies are from ωB97M-V/def2-TZVPD.

Element x y z (Å)
C -0.64 0.17 -0.45
C -1.33 0.35 0.90
C -2.20 -0.80 1.35
O -2.99 -0.42 2.50
N 0.12 1.40 -0.71
H 0.00 -0.72 -0.33
H -1.38 0.06 -1.25
H -0.68 0.52 1.78
H -1.85 1.30 0.90
H -2.96 -1.14 0.63
H -1.66 -1.76 1.46
H -2.31 -0.32 3.19
H 1.06 1.13 -1.00
H -0.17 2.02 -1.45
H 3.87 -1.90 1.81
H 2.81 -2.51 1.09
O 2.91 -1.91 1.81
H 1.87 1.45 -4.67
H 3.21 1.68 -3.70
O 2.33 1.41 -3.86

Output
relative energy (zero: lowest compared OMol25 entry of this formula, charge and spin) = 154.7 kJ/mol
gap between HOMO and LUMO = 9.6 eV
lowest unoccupied orbital energy = 0.65 eV

Atom charges from the Mulliken analysis, given in e for atoms 1 to 6: C -0.34; C -0.45; C -0.54; O -0.51; N -0.59; H 0.28

Repeat the third record exactly.
Here is a 3-piece molecular cluster, C3H13NO3 overall from OMol25. Energies are from ωB97M-V/def2-TZVPD.

Element x y z (Å)
C -1.13 -0.26 -0.34
C -0.11 0.85 -0.58
C -0.15 1.33 -2.02
O 1.23 0.45 -0.32
N -1.02 -0.75 1.04
H -2.15 0.07 -0.51
H -0.98 -1.07 -1.06
H -0.29 1.71 0.07
H 0.54 2.17 -2.10
H 0.17 0.50 -2.65
H -1.14 1.64 -2.37
H 1.39 0.53 0.63
H -0.29 -1.40 1.29
H -1.85 -1.15 1.43
H 1.71 -1.82 0.30
H 1.95 -2.49 -0.99
O 1.58 -2.66 -0.13
H -0.36 0.57 2.22
H 0.59 0.64 3.41
O 0.30 1.14 2.66

Output
relative energy (zero: lowest compared OMol25 entry of this formula, charge and spin) = 20.7 kJ/mol
gap between HOMO and LUMO = 10.4 eV
lowest unoccupied orbital energy = 0.72 eV

Atom charges from the Mulliken analysis, given in e for atoms 1 to 6: C -0.51; C 0.34; C -1.54; O -0.61; N -0.57; H 0.42

lowest unoccupied orbital energy of number 1 (C3H13NO3)? 0.83 eV

What is the lowest unoccupied orbital energy in the first record? 0.83 eV